(1)
Here is CH4N2OS in the gas phase in a non-equilibrium geometry from OMol25. Energies are from the ωB97M-V functional and the def2-TZVPD basis.

lowest unoccupied orbital energy: 0.8409 eV
energy relative to the best compared isomer or geometry (same formula, charge and spin): 72.4 kcal/mol
SMILES: ON/C=N\S
spin multiplicity: 1
frontier orbital gap: 9.76 eV

The geometry in XYZ format:
```
9
Properties=species:S:1:pos:R:3:forces:R:3:lowdin_charge:R:1
H -0.2820 -1.8154 2.4455 -0.13 0.10 0.30 0.10
H 1.4326 -1.0886 0.7418 0.50 -0.64 0.76 0.11
S -0.2160 1.2394 -1.2801 0.54 0.06 0.54 0.69
N -0.5359 -0.5100 1.0972 -0.31 -0.04 -1.74 -0.06
H -1.2757 -0.4866 0.3792 -0.10 0.38 0.63 0.10
H 0.6521 1.8782 -2.0477 0.01 0.26 -0.38 -0.16
C 0.6728 -0.4302 0.4011 1.20 0.71 0.27 -0.39
N 1.0727 0.3579 -0.4963 -1.32 0.35 -1.01 -0.32
O -0.6082 -1.8340 1.5438 -0.39 -1.17 0.61 -0.07
```
Forces are in eV/Å.


(2)
Here is a molecular structure, C41H60InN8O4S in a non-equilibrium geometry from OMol25. Energies are from the ωB97M-V functional and the def2-TZVPD basis.

charge: +3
lowest unoccupied orbital energy (spin up / spin down): -10.9487 / -10.7293 eV
energy relative to the best compared isomer or geometry (same formula, charge and spin): 0.0 kcal/mol
spin multiplicity: 1
frontier orbital gap (spin up / spin down): 3.27 / 3.51 eV

The geometry in XYZ format:
```
115
Properties=species:S:1:pos:R:3:forces:R:3:lowdin_charge:R:1
C 3.2257 -2.0594 0.3955 -0.02 0.05 -0.04 -0.27
H 1.2715 0.2431 -5.6566 -0.01 0.00 0.02 0.15
C -2.4354 3.9832 2.2339 0.14 -0.11 0.09 -0.78
H -2.7987 -2.3102 3.8461 0.05 -0.03 -0.04 0.14
H -4.3496 1.6751 -0.3185 -0.01 -0.02 0.01 0.09
N -1.9813 5.1435 1.7388 0.01 0.10 -0.13 0.00
H 0.4198 1.7597 6.0162 0.00 0.03 -0.01 0.15
H 1.9047 -3.7113 -2.3226 -0.07 -0.02 0.05 0.14
C -2.6338 2.3106 -1.4204 -0.07 0.12 0.03 -0.27
H -5.1462 2.6411 2.7692 0.03 -0.01 -0.02 0.12
H 5.1795 -1.9522 3.2488 -0.01 0.02 0.03 0.16
N -0.5638 -0.8270 -3.0000 -0.29 0.67 -0.83 -0.01
C 3.9451 0.2616 3.9988 0.01 0.15 0.14 -0.13
H -3.2245 5.3325 5.7952 0.03 0.02 -0.02 0.08
H -4.5200 -0.9234 -4.2016 0.05 0.07 -0.01 0.11
N 1.6559 2.2168 4.5529 0.01 -0.10 0.02 0.10
In 0.5495 0.3233 0.0072 0.25 -0.67 0.82 0.93
C 3.8748 1.7442 3.6458 -0.07 -0.15 -0.01 -0.13
H -5.8967 2.7931 4.9663 -0.03 0.04 -0.04 0.12
H -2.6265 -2.8802 -0.0672 -0.06 0.07 0.03 0.13
C 0.6866 1.4633 5.0062 -0.02 0.27 0.08 0.00
H -1.1191 5.4184 -0.1377 0.01 -0.02 -0.01 0.12
C 4.8861 -3.6587 1.3009 -0.01 0.04 -0.01 0.05
H -3.9719 -1.0674 6.1682 0.03 0.00 0.02 0.09
N -1.1438 -1.4992 0.5428 0.08 -0.07 0.15 -0.02
C -5.0261 3.4244 4.7806 0.15 -0.14 0.02 -0.19
C 0.3137 5.9651 3.7687 0.11 -0.04 -0.06 -0.11
C -1.9250 -2.1622 -0.5035 0.20 0.02 -0.02 -0.20
H 4.9073 0.0207 4.4479 0.01 -0.07 -0.04 0.14
C 4.4113 -1.6446 2.5439 0.09 -0.06 0.05 0.03
H -2.1647 -2.6714 1.8611 -0.08 0.07 -0.06 0.13
H -2.9449 0.6282 -0.1331 -0.04 -0.03 0.06 0.05
C 3.0157 -3.0178 -0.6531 0.07 0.11 0.04 -0.11
C -0.1202 -0.2515 3.2448 -0.28 -0.08 0.01 -0.33
C -2.0344 -1.5629 4.0416 -0.03 0.00 0.08 0.05
H -2.6381 -1.2137 -3.0229 0.02 -0.02 0.07 0.13
H -0.7561 7.3929 1.5869 0.03 0.04 -0.06 0.12
C 5.4741 -5.8439 0.1795 0.11 0.14 -0.05 -0.03
C -2.9652 -1.4333 6.3835 -0.04 0.06 -0.10 -0.03
C -1.4689 -1.8330 1.7397 -0.17 0.02 0.00 -0.07
H 3.1667 0.0146 4.7261 0.03 -0.05 0.02 0.13
H 4.2718 2.3145 4.4882 0.02 0.04 -0.04 0.13
H 0.1351 -2.8522 -3.2984 -0.12 0.21 -0.17 0.17
O -1.5000 1.7102 -2.1062 -0.40 -0.03 -0.33 -0.19
H 4.9323 -6.5948 -0.3925 -0.02 -0.01 0.03 0.09
H -2.5388 -1.3800 -0.9606 -0.05 0.01 -0.04 0.08
H 2.4677 3.2155 2.9317 -0.09 0.01 0.03 0.13
C -2.9039 4.2993 5.9431 0.01 -0.14 0.04 -0.10
H 1.6874 5.6428 2.1346 0.04 0.04 -0.02 0.09
H -2.2169 4.0318 5.1348 -0.01 0.03 0.03 0.04
H -0.9131 -0.3072 -6.8266 -0.02 0.02 0.03 0.16
C 2.4495 2.2009 3.3308 0.19 0.06 -0.17 -0.14
C -1.1749 -1.2042 3.0178 0.25 0.05 -0.03 -0.11
C -1.9370 -0.7583 -4.9981 -0.07 0.09 -0.25 -0.04
H -3.0211 -2.5206 6.4366 0.03 0.01 0.04 0.09
C -1.8186 -0.9306 -3.6646 0.16 -0.08 0.24 0.08
C -1.0589 -0.0183 5.5202 -0.07 -0.03 -0.04 0.03
H -2.3505 4.2635 6.8841 -0.01 0.02 -0.05 0.07
H 1.0602 5.9498 4.5665 -0.04 0.00 0.00 0.07
C -3.2027 -1.0047 -5.8215 -0.04 -0.01 0.01 -0.48
O 2.6285 -0.9382 0.4433 -0.12 0.03 0.13 -0.17
C 3.7701 -4.1990 -0.7013 0.02 0.01 0.04 0.05
H -5.3996 4.4469 4.6579 -0.10 -0.03 0.01 0.12
H 1.9759 2.9120 5.2145 -0.07 0.02 0.04 0.17
H -0.4655 6.6684 4.0690 -0.01 -0.03 0.03 0.08
C -3.5100 1.2271 -0.8484 0.19 -0.01 -0.15 -0.08
C -0.0419 6.6111 1.3079 0.10 -0.16 0.11 -0.19
H -4.6993 3.5952 6.8833 0.03 -0.07 0.02 0.11
C -1.9957 -0.9957 5.3169 -0.11 -0.02 0.15 -0.25
H 5.6717 -6.2424 1.1733 -0.03 -0.03 -0.01 0.09
N 1.0418 -1.9784 -1.6086 -0.20 0.34 0.01 0.01
H 3.0240 -0.3253 2.1381 -0.06 -0.05 0.00 0.11
C 4.1814 -2.4523 1.4020 -0.05 0.01 -0.13 -0.10
N -4.3712 -1.1351 -5.1714 -0.03 -0.05 -0.04 0.22
O -3.0520 -1.1023 -7.0136 0.03 -0.01 -0.01 0.13
H -3.1958 2.9218 -2.1290 0.04 0.01 -0.03 0.13
C -4.1057 3.3566 5.9987 -0.01 0.32 -0.07 -0.25
H -1.0857 2.4096 -2.6244 0.09 0.01 0.11 0.10
H -1.0274 0.4637 6.4916 0.01 0.00 0.00 0.13
H 6.4386 -5.6905 -0.3079 -0.01 -0.02 0.00 0.10
H -3.7566 2.3308 6.1126 0.02 -0.19 0.08 0.09
H 4.5131 1.9517 2.7853 0.03 0.02 0.03 0.13
H 1.4995 7.3253 2.6055 0.06 -0.03 -0.02 0.11
C 0.5135 -0.2977 -3.7685 0.02 -0.22 0.21 0.05
O 0.7612 -0.0616 2.3477 0.09 0.48 -0.48 -0.21
H -2.6756 -1.0574 7.3628 0.01 -0.01 0.00 0.09
H -0.1626 4.4714 1.0080 -0.04 -0.05 0.00 0.07
H -5.1901 -1.2985 -5.7405 -0.01 0.00 0.01 0.15
H 1.4146 -0.1398 -3.1887 -0.04 0.01 0.02 0.15
H -3.9133 0.5977 -1.6487 -0.03 -0.04 0.06 0.07
C 0.9540 6.3934 2.4483 -0.18 0.08 0.10 -0.25
H 1.9642 1.5510 2.6141 -0.08 0.05 0.00 0.08
N 3.7530 -0.5668 2.8181 -0.01 0.10 -0.08 0.09
C -4.3765 2.9657 3.4748 -0.05 0.06 0.09 -0.20
H -2.5541 5.9657 1.8670 -0.02 -0.03 0.01 0.15
C -1.1736 -2.9440 -1.5862 -0.31 0.40 -0.13 -0.09
N -3.6114 4.0523 2.8724 0.05 -0.04 -0.14 0.01
H -4.0584 4.9565 2.9271 0.03 0.01 -0.04 0.15
S -1.5200 2.5459 2.1195 -0.15 -0.10 0.04 0.65
C -0.1226 0.4040 4.5362 0.07 -0.38 -0.26 -0.12
C 1.9580 -2.8901 -1.5939 0.08 -0.10 -0.12 -0.05
H -1.9211 -3.3644 -2.2665 -0.01 -0.02 0.03 0.13
H 0.5000 6.9791 0.4354 -0.04 0.02 -0.02 0.12
C 0.4132 -0.1094 -5.1000 0.03 0.10 -0.20 0.06
C -0.0801 -2.2550 -2.4020 0.60 -1.19 0.73 -0.25
H -0.6527 -0.1937 -2.1373 0.03 0.10 0.17 0.08
C -0.8027 -0.3824 -5.7480 -0.01 -0.05 0.23 0.16
H 5.5959 -3.9112 2.0830 -0.01 0.03 0.01 0.14
H -0.1331 4.9694 3.6973 -0.01 0.02 0.01 0.04
C 4.7062 -4.5506 0.2572 0.04 -0.17 -0.04 -0.24
H 3.5962 -4.8881 -1.5229 -0.06 0.01 0.01 0.13
H -0.6666 -3.7901 -1.1206 0.09 -0.03 -0.09 0.14
H -2.2647 2.9428 -0.6115 0.07 -0.01 -0.04 0.07
C -0.8007 5.3469 0.9068 0.00 0.17 0.00 -0.21
H -3.7023 2.1281 3.6429 0.05 -0.01 0.00 0.08
```
Forces are in eV/Å.


(3)
Here is a molecular structure, C6H15NO2 in a non-equilibrium geometry from OMol25. Energies are from the ωB97M-V functional and the def2-TZVPD basis.

lowest unoccupied orbital energy: 0.6949 eV
energy relative to the best compared isomer or geometry (same formula, charge and spin): 137.2 kcal/mol
spin multiplicity: 1
frontier orbital gap: 8.08 eV

The geometry in XYZ format:
```
24
Properties=species:S:1:pos:R:3:forces:R:3:lowdin_charge:R:1
H -0.4194 1.5976 0.3083 -0.12 -0.10 0.00 0.14
C 2.2691 1.1562 -0.1362 0.40 -0.19 0.00 -0.12
O -0.4417 1.1741 -1.6644 -0.04 0.00 -0.40 0.02
H -2.7010 1.8375 1.1157 0.09 -0.14 -0.07 0.07
N -2.8193 0.1894 0.0228 1.21 -1.54 0.63 -0.07
H -3.0157 0.8388 -0.7459 0.56 -0.08 0.12 0.06
C -0.3970 0.7513 -0.3716 4.79 -1.56 1.14 -0.30
C -1.0030 -0.4548 0.0518 -5.54 1.15 -0.22 -0.23
H 1.2853 -0.1502 2.1682 0.01 -0.05 0.05 0.09
H -2.0102 -2.1679 -0.6708 0.02 0.00 0.03 0.08
H -0.2713 -2.4043 -0.4629 0.07 -0.01 -0.03 0.08
H 2.0833 1.8615 0.6777 -0.01 -0.01 0.00 0.08
H -0.8890 -1.5062 -1.8532 0.02 0.00 0.01 0.08
C 1.6269 -0.7770 1.3404 -0.35 0.02 0.02 -0.11
C -1.0349 -1.6986 -0.7886 -0.01 0.13 0.07 -0.05
H 1.1140 -1.7372 1.3966 -0.09 0.00 0.07 0.07
H 3.3348 0.9018 -0.1022 0.04 0.07 -0.01 0.07
C 1.4104 -0.0818 0.0172 -1.20 2.15 -0.88 -0.29
H 2.0785 1.6656 -1.0810 -0.02 0.00 0.01 0.07
H -0.4040 0.4172 -2.2634 -0.06 0.07 0.09 0.10
H 1.5510 -0.7590 -0.8274 -0.13 0.02 -0.05 0.11
H -1.0241 -0.5985 1.1255 0.27 -0.02 -0.07 0.13
H 2.6906 -0.9844 1.5063 -0.04 0.12 -0.11 0.08
O -3.0134 0.9288 1.2373 0.16 -0.04 -0.40 -0.15
```
Forces are in eV/Å.


(4)
Here is a molecular structure, C46H52BF2Ge2N7OS3Sr in a non-equilibrium geometry from OMol25. Energies are from the ωB97M-V functional and the def2-TZVPD basis.

charge: -1
lowest unoccupied orbital energy (spin up / spin down): 2.3009 / 1.1230 eV
energy relative to the best compared isomer or geometry (same formula, charge and spin): 15.0 kcal/mol
spin multiplicity: 2
frontier orbital gap (spin up / spin down): 7.06 / 6.17 eV

The geometry in XYZ format:
```
115
Properties=species:S:1:pos:R:3:forces:R:3:lowdin_charge:R:1
H 0.8477 -0.4232 -6.4635 0.02 -0.01 -0.01 0.07
H -0.2504 -3.8538 4.3221 0.01 0.00 0.01 0.00
C 3.7988 -3.5426 -1.7153 0.03 -0.02 -0.02 -0.09
N -3.4614 -1.0745 2.9129 -0.11 0.19 -0.14 -0.12
N -3.6018 2.1519 -2.0053 -0.10 -0.26 0.20 -0.12
N -4.9339 0.9977 -0.7173 0.00 0.21 -0.07 -0.04
H 2.5950 -5.6178 3.5177 0.01 0.07 0.02 0.01
C -2.6480 3.1437 -2.4335 0.01 0.14 -0.06 -0.04
N 2.0281 0.0341 1.0210 -0.21 0.21 0.02 0.07
H 4.8074 -3.8724 -1.4949 -0.01 -0.01 0.01 0.10
H -3.7374 -6.7722 -0.2793 0.00 0.00 0.00 0.09
N 0.7836 3.2928 -2.4634 -0.03 0.22 -0.05 0.09
C -3.7435 -0.6828 1.6406 -0.09 0.04 0.28 -0.70
H 1.8689 1.0231 -6.4107 0.01 -0.04 -0.01 0.06
C -5.1052 0.5620 -2.0091 -0.05 -0.07 -0.07 -0.08
F -1.4691 0.8491 6.2678 -0.02 -0.02 0.05 0.03
H 4.9193 0.4104 -0.6491 -0.05 0.00 -0.03 0.10
C 1.3358 0.5922 3.2692 -0.03 0.00 0.11 -0.18
H 1.7309 -0.0200 -4.9790 0.01 -0.01 -0.01 0.05
N -4.8752 0.0397 1.6756 0.10 -0.16 0.05 -0.01
H -4.4019 -0.7339 4.8200 0.04 0.01 -0.02 0.12
C 1.1902 0.3968 -5.8291 -0.07 0.09 0.04 -0.08
C -4.4268 -0.5694 3.7573 -0.05 -0.02 0.06 -0.06
C 1.8404 7.3591 0.2588 -0.01 0.00 0.01 -0.10
C -2.3589 -1.9289 3.2885 0.07 -0.13 -0.07 -0.06
C 0.6390 -3.2204 4.3038 -0.03 0.08 -0.32 -0.25
C 2.8947 -3.3457 -0.6814 -0.05 -0.05 0.07 -0.14
H 1.2249 -5.9970 2.4561 0.04 0.00 -0.01 0.00
C -0.0060 1.2027 -5.3275 0.12 -0.17 -0.02 -0.27
H -1.4224 -1.5233 2.9087 -0.02 0.02 0.03 0.04
H -6.4350 -0.4273 0.1145 -0.09 -0.01 -0.08 0.07
H 2.3502 4.8610 -5.5720 0.01 -0.01 -0.01 0.07
H -1.7988 3.1614 -1.7567 0.01 -0.01 0.00 0.04
H 1.0513 0.3075 6.6628 -0.01 -0.01 -0.01 0.12
H -2.3054 2.9006 -3.4379 0.00 -0.03 0.01 0.09
C 1.6753 0.4009 4.6071 -0.12 0.03 -0.04 -0.24
H -2.3089 -1.9808 4.3739 -0.01 0.03 0.01 0.10
C -2.3021 -5.9512 1.0890 -0.04 -0.07 0.01 -0.10
H 2.6101 3.8391 -4.1460 0.04 0.02 0.00 0.06
C 4.5823 1.0361 1.3887 -0.12 0.02 0.03 -0.06
H 0.2035 4.3738 -4.4845 -0.04 -0.02 -0.06 0.10
H 3.9058 1.5452 3.3539 -0.04 -0.02 0.04 0.11
C 0.6824 3.5835 -5.0624 0.15 0.14 0.03 -0.22
C 1.5899 -2.9181 -0.9282 -0.17 0.39 0.15 -0.36
C -0.5435 0.7596 5.2769 0.01 -0.01 -0.12 -0.29
C 2.9245 0.0081 0.0366 0.04 -0.01 -0.04 -0.15
H 1.3458 5.6688 -2.6383 -0.01 -0.02 0.00 0.10
C 1.4227 5.8638 -1.5774 0.03 -0.04 -0.03 -0.03
H -3.0966 4.1391 -2.4232 0.00 -0.01 -0.01 0.10
C -0.0038 0.8571 2.9095 0.16 -0.08 0.61 -0.16
C 0.8067 3.4463 -1.1447 0.15 -0.05 -0.28 -0.45
H -0.5540 1.6237 -6.1744 -0.01 0.04 0.05 0.11
H -5.7863 -0.2355 -2.2462 0.00 0.01 0.06 0.11
C 2.3735 0.5583 2.2064 0.16 0.05 -0.05 -0.26
Ge 1.6457 -3.4267 2.5993 0.08 0.12 0.53 0.72
C 4.2199 0.4752 0.1736 0.08 0.00 0.03 -0.06
C -5.2935 0.1182 2.9822 -0.02 0.04 0.08 -0.07
C -2.6568 -5.1227 -1.1330 0.02 -0.03 -0.01 -0.09
H 0.3286 -2.1837 4.4490 0.04 -0.02 0.00 -0.01
H 2.5809 -0.4033 -0.9055 0.02 0.02 0.00 0.07
H 2.6888 3.1328 -5.7700 0.02 0.02 0.00 0.06
C 0.7578 0.4705 5.6357 0.03 0.01 0.05 0.04
H 1.9273 7.9355 -1.8035 -0.01 -0.02 -0.02 0.10
H -0.6720 0.5417 -4.7774 -0.06 0.01 -0.01 0.07
H 4.0356 -2.4857 2.0987 -0.01 -0.01 0.01 0.01
H 4.1207 -3.4518 -3.8368 -0.01 0.00 0.00 0.09
H 3.9035 -3.1113 3.7529 -0.05 -0.06 0.01 0.02
C 2.1817 3.8697 -5.1459 -0.14 -0.09 0.00 -0.08
H -2.4995 -2.9273 2.8707 -0.01 -0.01 0.01 0.09
C -0.9955 -4.0738 0.2865 -0.01 0.46 0.09 -0.38
F 2.9529 0.0913 4.9744 0.05 0.06 0.01 0.03
C 1.6131 6.3235 1.1542 0.01 0.04 0.03 -0.08
H 0.2365 -2.3078 -2.4851 0.00 0.02 -0.03 0.06
H -0.8158 -4.9362 2.2451 -0.08 -0.01 -0.01 0.06
Ge 0.3189 -2.5841 0.5949 0.60 -1.46 0.13 0.94
H -3.1802 -5.1645 -2.0806 -0.01 0.01 0.01 0.10
S -2.7871 -1.0884 0.2911 0.01 -0.44 -0.35 0.60
C -4.2888 1.2696 -2.8172 0.02 0.02 -0.04 -0.06
H -1.4759 -3.4445 -1.7112 -0.04 -0.02 -0.01 0.08
C 3.4148 -3.3070 -3.0278 0.02 0.01 -0.01 -0.10
H -2.5441 -6.6487 1.8827 0.01 0.01 0.01 0.10
H 2.0826 8.3495 0.6249 0.02 -0.01 0.00 0.10
H 3.2173 -3.5309 0.3359 0.04 0.02 -0.03 0.05
H 1.6877 6.5027 2.2195 -0.02 -0.02 -0.01 0.10
C 2.1133 -5.3750 2.5688 -0.24 0.30 -0.30 -0.24
H -6.1734 0.6729 3.2548 0.01 0.00 -0.05 0.12
C 1.7473 7.1259 -1.1067 0.02 0.05 0.00 -0.09
C -4.0017 1.9671 -0.7140 -0.02 -0.07 -0.34 -0.79
H -6.4529 1.4301 0.8994 -0.08 0.00 0.09 0.07
C -1.3274 -4.9821 1.2883 0.12 0.07 0.05 -0.15
H 1.8146 -2.6808 -4.3143 0.00 0.02 0.01 0.10
H -4.1159 1.2123 -3.8773 0.01 0.02 0.02 0.11
Sr -0.7424 1.0628 0.4623 -1.67 -1.92 0.58 0.99
N 0.3640 2.2976 -4.4469 0.00 0.08 0.23 -0.14
H 5.5752 1.4414 1.5414 0.01 -0.01 -0.02 0.10
C 0.4635 2.1449 -3.0924 0.10 0.02 -0.15 -0.73
H -1.9737 1.1607 3.7703 0.01 0.01 0.04 0.10
S 0.2345 0.6005 -2.4208 -0.18 -0.31 -0.10 0.69
H 3.2289 -1.5290 3.3392 0.05 -0.15 0.00 -0.02
S -3.3777 2.8135 0.6135 0.27 0.23 0.30 0.57
C -1.6856 -4.1579 -0.9230 0.05 0.01 -0.03 -0.15
H 1.2845 -3.5052 5.1370 0.04 -0.02 -0.03 0.02
C -2.9703 -6.0234 -0.1235 -0.02 -0.02 0.00 -0.10
B -5.7792 0.5168 0.4905 0.10 -0.01 -0.03 -0.47
C 3.3893 -2.5426 2.9758 -0.32 0.05 -0.27 -0.23
C 3.6505 1.0900 2.4089 0.05 -0.01 -0.07 -0.02
H 1.1003 4.2424 1.3666 -0.01 0.02 0.02 0.12
C 1.2270 -2.6780 -2.2536 -0.07 0.00 0.04 -0.16
C -0.9245 0.9433 3.9637 -0.06 0.08 0.03 -0.10
H 2.7996 -5.6112 1.7545 -0.01 0.01 0.00 0.01
C 1.1886 4.8229 -0.6841 0.02 0.01 0.23 -0.12
O 0.5238 2.5953 -0.2709 1.55 2.32 -0.92 -0.35
C 1.2868 5.0617 0.6848 0.00 -0.06 -0.06 -0.01
C 2.1236 -2.8754 -3.2940 0.01 -0.02 -0.04 -0.09
H 0.2519 3.5778 -6.0649 -0.05 -0.01 0.01 0.11
```
Forces are in eV/Å.